Entry from OMol25: a single C24H27ClN4O4 molecule (the ωB97M-V functional and the def2-TZVPD basis).

Geometry as XYZ:
```
60
Properties=species:S:1:pos:R:3
C -3.4383 -0.6396 -3.1946
C -4.0923 -0.8548 -1.8374
H -5.0261 -1.4058 -1.9643
H -4.3378 0.1101 -1.3906
C -3.1872 -1.6533 -0.8817
C -2.0376 -0.8187 -0.4057
N -1.0345 -0.7283 -1.2048
C 0.0277 0.0609 -0.8760
C 1.1071 0.1831 -1.7605
C 2.1850 0.9701 -1.4363
C 2.2381 1.6533 -0.2076
C 1.1563 1.5703 0.6554
C 0.0575 0.7788 0.3299
C -1.0687 0.6653 1.2451
O -1.1419 1.2323 2.3191
N -2.0992 -0.1761 0.8074
C -3.2177 -0.3314 1.7281
C -4.4648 0.3643 1.2557
C -5.6824 -0.3004 1.2377
C -6.8177 0.3587 0.7958
C -6.7593 1.6749 0.3692
C -5.5433 2.3365 0.3991
C -4.4033 1.6902 0.8407
H -3.4599 2.2142 0.8699
H -5.4882 3.3648 0.0763
H -7.6512 2.1727 0.0238
Cl -8.3271 -0.4842 0.7704
H -5.7550 -1.3254 1.5684
H -3.4020 -1.3916 1.9156
H -2.8825 0.1348 2.6636
H 1.1460 2.1062 1.5929
N 3.3309 2.4426 0.1393
C 4.6850 2.1925 -0.0096
O 5.4995 3.0044 0.3733
N 5.0058 1.0144 -0.6153
H 4.3032 0.2895 -0.6250
C 6.3637 0.5242 -0.5514
H 7.0263 1.3782 -0.7071
H 6.4982 -0.1967 -1.3600
C 6.6961 -0.1155 0.8006
C 5.8084 -1.2724 1.2077
O 5.8810 -1.8267 2.2713
O 4.9327 -1.6153 0.2504
C 4.0067 -2.6631 0.5469
C 2.7111 -2.1009 1.1146
H 2.0251 -2.9159 1.3261
H 2.2419 -1.4226 0.4050
H 2.9108 -1.5635 2.0388
H 3.8310 -3.1737 -0.4025
H 4.4703 -3.3494 1.2621
H 7.7267 -0.4757 0.8016
H 6.6204 0.6392 1.5879
H 3.1446 3.2140 0.7658
H 2.9902 1.0958 -2.1435
H 1.0633 -0.3422 -2.7011
H -2.7702 -2.4972 -1.4328
H -3.7790 -2.0322 -0.0525
H -2.4669 -0.1677 -3.0745
H -3.2931 -1.5901 -3.7022
H -4.0634 -0.0059 -3.8188
```

Properties
Charge: 0
Molar mass, g/mol: 471.0
SMILES string: CCCc1nc2ccc(NC(=O)NCCC(=O)OCC)cc2c(=O)n1Cc1cccc(Cl)c1
Relative energy (zero: lowest compared OMol25 entry of this formula, charge and spin), kcal per mole: 9.12

***

Entry from OMol25: a molecular structure, C24H27CsF3N4OSi (the ωB97M-V functional and the def2-TZVPD basis).

Geometry as XYZ:
```
61
Properties=species:S:1:pos:R:3
Cs -0.0300 1.9235 0.2282
C 5.5243 -0.5430 0.0321
C 4.0252 -0.3212 0.0270
N 3.5579 0.8536 -0.0143
N 4.4185 1.8767 -0.0148
C 3.8104 3.0631 -0.2841
O 2.6383 3.2404 -0.5344
C 4.6936 4.2741 -0.1446
C 4.2240 5.5242 -0.4796
C 5.1758 6.5696 -0.4606
C 6.4957 6.3349 -0.1290
C 6.9635 5.0944 0.2310
C 6.0028 4.0711 0.2704
C 2.9348 -1.3307 -0.0826
C 3.2685 -2.6748 -0.4006
C 2.2259 -3.6440 -0.4335
C 0.9334 -3.1656 -0.1630
C 0.7369 -1.8568 0.1575
N 1.6895 -0.9597 0.2247
H 5.9831 0.0106 -0.8303
H 5.8902 -1.5521 0.0535
H 5.8934 -0.1138 0.9853
H 3.2190 5.7104 -0.6765
H 4.7968 7.6354 -0.5545
H 7.2361 7.1449 -0.1988
H 7.9734 4.8752 0.1668
H 6.2858 3.0492 0.5009
H 4.2753 -3.0272 -0.5013
H 2.5039 -4.6948 -0.6364
H 0.1068 -3.9056 -0.2711
H -0.2812 -1.5510 0.3905
C -3.4627 0.4444 -1.3781
Si -3.7736 1.1168 0.3361
C -3.6523 3.0049 -0.0453
C -5.5990 0.9329 0.7599
C -2.5825 0.3298 1.4410
H -2.3750 0.6295 -1.6544
H -4.0979 0.9445 -2.1430
H -3.6547 -0.6376 -1.4868
H -4.4656 3.3928 -0.6571
H -2.7274 3.2487 -0.6460
H -3.6798 3.5891 0.9042
H -6.2363 0.8186 -0.0346
H -5.8734 1.8903 1.2593
H -5.7582 0.1355 1.4557
H -1.8503 -0.3039 0.8598
H -2.4751 0.5593 2.4688
F -6.9147 -4.2997 -1.0488
C -6.0748 -3.5570 -0.2807
F -6.7196 -3.1289 0.8683
F -5.8981 -2.4381 -0.9960
C -4.7569 -4.2368 0.0418
C -3.8186 -3.5609 0.7756
C -2.6098 -4.2072 1.0381
N -2.4292 -5.4440 0.7435
C -3.3348 -6.1344 0.0872
C -4.5289 -5.5654 -0.3010
H -3.9064 -2.5060 0.9842
H -1.7750 -3.6570 1.5067
H -3.0617 -7.1747 -0.2382
H -5.0794 -6.0966 -1.0781
```

Properties
Charge: -1
Molar mass, g/mol: 605.5
Relative energy (zero: lowest compared OMol25 entry of this formula, charge and spin), kcal per mole: 21.12

***

Entry from OMol25: 2 unconnected molecules or ions with the total composition C24H27N4 (the ωB97M-V functional and the def2-TZVPD basis).

Geometry as XYZ:
```
55
Properties=species:S:1:pos:R:3
C -1.9945 0.6538 2.7109
C -1.8498 -0.8689 2.7077
C -0.4008 -1.1972 2.3648
N 0.1832 0.0779 1.8764
N 1.4963 0.2618 1.9927
C 2.4436 -0.3127 2.6249
C -0.6614 1.2387 2.2548
H -2.7705 0.9518 2.0016
H -2.2697 1.0399 3.6945
H -2.1300 -1.3092 3.6689
H -2.5153 -1.2845 1.9447
H 0.1696 -1.5799 3.2226
H -0.3476 -1.9505 1.5667
H 3.4671 0.0137 2.3726
H 2.3229 -1.0426 3.4532
H -0.7912 1.8896 1.3816
H -0.1590 1.8334 3.0399
C 2.0577 -4.1974 -2.0240
N 2.1080 -2.7555 -2.1358
C 1.6778 -1.8898 -1.1747
C 1.8411 -0.5657 -1.6363
C 1.4563 0.6074 -0.9545
C 1.9383 1.8777 -1.3176
C 3.1749 2.2827 -1.8825
N 3.1087 3.5979 -2.2452
C 4.1558 4.3353 -2.9266
C 1.8500 4.1162 -1.9043
C 1.1013 3.0703 -1.3081
C -0.2552 3.2232 -1.0637
C -0.8547 4.4506 -1.3866
C -0.0993 5.4971 -1.9587
C 1.2735 5.3383 -2.2153
C 2.3968 -0.6609 -2.9935
C 2.5733 -2.0455 -3.2452
C 3.0668 -2.5442 -4.4431
C 3.3977 -1.6089 -5.4431
C 3.1813 -0.2342 -5.2391
C 2.6588 0.2389 -4.0222
H 2.4745 -4.6340 -2.9256
H 2.6338 -4.5262 -1.1504
H 1.0237 -4.5447 -1.8983
H 1.3016 -2.2481 -0.2208
H 0.7052 0.5592 -0.1696
H 4.0614 1.6868 -2.0735
H 3.8031 5.3548 -3.0872
H 5.0686 4.3502 -2.3183
H 4.4136 3.8862 -3.8968
H -0.8067 2.3739 -0.6533
H -1.9141 4.6038 -1.1888
H -0.5841 6.4450 -2.1976
H 1.9064 6.1321 -2.6189
H 3.1922 -3.6181 -4.5645
H 3.8187 -1.9508 -6.3898
H 3.4160 0.4808 -6.0257
H 2.4594 1.2957 -3.8769
```

Properties
Charge: +1
Molar mass, g/mol: 371.5
Relative energy (zero: lowest compared OMol25 entry of this formula, charge and spin), kcal per mole: 15.07

***

Entry from OMol25: a molecular structure, C24H27N4OPRhS8Sb (the ωB97M-V functional and the def2-TZVPD basis).

Geometry as XYZ:
```
67
Properties=species:S:1:pos:R:3
Rh 0.6871 0.7056 -0.4924
S 3.5125 2.8816 3.0429
Sb 2.6044 0.9163 2.3850
S 0.3080 0.9867 1.7502
S 2.9187 0.4631 0.0270
S 3.0871 -0.9466 3.6017
S 1.3130 2.8132 -1.0567
S -0.2813 3.4054 -2.1414
S -0.3806 1.9617 -3.7040
S 0.4856 0.2872 -2.8292
O -1.8133 -0.0086 -0.2515
P -3.1328 0.2992 0.3623
C -4.4318 0.2531 -0.8951
C -3.9927 0.3672 -2.2127
C -4.9225 0.4165 -3.2432
C -6.2788 0.3452 -2.9622
C -6.7170 0.2297 -1.6477
C -5.7940 0.1892 -0.6144
C -3.2005 1.9403 1.0903
C -2.3205 2.8343 0.5074
C -2.2451 4.1405 0.9672
C -3.0614 4.5430 2.0116
C -3.9651 3.6502 2.5863
C -4.0382 2.3454 2.1273
C -3.5363 -0.8952 1.6507
C -4.2403 -2.0629 1.3643
C -4.3480 -3.0631 2.3195
C -3.7387 -2.9056 3.5572
C -3.0168 -1.7542 3.8395
C -2.9117 -0.7495 2.8897
H -2.9271 0.4176 -2.4170
H -4.5794 0.5138 -4.2652
H -7.0013 0.3814 -3.7689
H -7.7767 0.1742 -1.4302
H -6.1324 0.1055 0.4126
H -1.7078 2.5135 -0.3232
H -1.5310 4.8168 0.5151
H -2.9919 5.5546 2.3932
H -4.6007 3.9716 3.4025
H -4.7219 1.6402 2.5874
H -4.6898 -2.1965 0.3874
H -4.8879 -3.9732 2.0897
H -3.8076 -3.6937 4.2970
H -2.5072 -1.6477 4.7882
H -2.2965 0.1217 3.0855
C 1.6530 -2.4358 -0.9921
N 1.7584 -3.8938 -0.8346
C 0.5463 -4.4981 -1.3770
N -0.6669 -4.0119 -0.7207
C -0.7179 -2.5500 -0.8674
N 0.4695 -1.8845 -0.3041
C 0.5605 -2.2462 1.1284
N 0.6307 -3.7021 1.3116
C 1.8133 -4.1861 0.6040
C -0.5498 -4.3067 0.7119
H 1.5802 -2.1978 -2.0564
H 2.5406 -1.9628 -0.5804
H 0.6034 -5.5850 -1.2553
H 0.4842 -4.2648 -2.4434
H -1.6009 -2.1786 -0.3602
H -0.7864 -2.2880 -1.9255
H -0.3185 -1.8531 1.6394
H 1.4437 -1.7893 1.5729
H 1.8912 -5.2703 0.7379
H 2.6948 -3.7065 1.0325
H -1.4399 -3.9260 1.2216
H -0.5021 -5.3933 0.8431
```

Properties
Charge: -2
Molar mass, g/mol: 899.7
Relative energy (zero: lowest compared OMol25 entry of this formula, charge and spin), kcal per mole: 0.00

***

Entry from OMol25: a molecular structure, C24H27N6OPd (the ωB97M-V functional and the def2-TZVPD basis).

Geometry as XYZ:
```
59
Properties=species:S:1:pos:R:3
Pd -0.0887 -0.6310 -0.2489
C 5.5136 -0.0837 -0.5170
C 5.2483 1.2786 -0.4126
C 3.9687 1.7223 -0.1302
C 2.9528 0.7911 0.0510
C 3.2188 -0.5646 -0.0404
C 4.4976 -1.0098 -0.3307
N 1.5888 1.1461 0.3261
N 1.3381 2.3482 0.3767
C -1.1188 1.6609 -0.1043
C -2.0756 2.8292 0.1325
C -3.3236 2.6786 -0.6534
C -3.8076 1.4260 -0.6334
C -3.0518 0.2647 -0.1017
C -1.7614 0.3814 0.2384
H 6.5171 -0.4226 -0.7385
H 6.0463 1.9956 -0.5538
H 3.7438 2.7772 -0.0539
H 2.4149 -1.2682 0.1613
H 4.7067 -2.0685 -0.4043
H -2.3607 2.7072 1.1862
H -3.8472 3.5117 -1.1057
H -4.7686 1.2030 -1.0817
H -3.5626 -0.6906 -0.1060
N -0.7285 4.8606 2.3954
C -1.0676 4.9934 1.0881
O -1.6069 5.9851 0.6454
C -0.8418 3.7973 0.1639
C -0.4518 4.2929 -1.1983
C -0.1732 3.5540 -2.2725
C -0.1616 2.0994 -2.3129
N -0.5652 1.2945 -1.4128
C -0.0838 2.5269 0.6658
H -0.8812 5.6608 2.9877
H -0.1115 4.1447 2.7294
H -0.4423 5.3716 -1.2923
H 0.0917 4.0557 -3.1950
H 0.2455 1.6351 -3.2091
H -0.2521 2.3770 1.7317
C 0.0947 -3.2252 1.5245
C -0.1797 -4.7557 1.5819
N -0.9733 -5.1753 0.4303
C -2.2407 -4.4494 0.4189
C -1.9849 -2.9205 0.3293
N -0.5173 -2.6658 0.2979
C 0.0516 -3.3623 -0.8939
C -0.2381 -4.8890 -0.7943
H 1.1617 -3.0037 1.5061
H -0.3385 -2.7026 2.3757
H -0.7208 -5.0136 2.4917
H 0.7550 -5.3155 1.5812
H -2.7914 -4.6989 1.3253
H -2.8283 -4.7922 -0.4319
H -2.3900 -2.3910 1.1900
H -2.4130 -2.4897 -0.5707
H 1.1264 -3.1715 -0.9152
H -0.3951 -2.9282 -1.7841
H 0.6907 -5.4581 -0.7859
H -0.8277 -5.2239 -1.6464
```

Properties
Charge: +1
Molar mass, g/mol: 521.9
Relative energy (zero: lowest compared OMol25 entry of this formula, charge and spin), kcal per mole: 118.95

***

Entry from OMol25: a molecular structure, C24H27N8PdS (the ωB97M-V functional and the def2-TZVPD basis).

Geometry as XYZ:
```
61
Properties=species:S:1:pos:R:3
Pd -0.1676 0.5369 0.6785
N -0.0828 0.5444 -3.6638
C 0.1803 0.8093 -2.3701
N -0.4631 0.3118 -1.3567
C -1.5465 -0.5266 -1.5913
N -2.3353 -0.9428 -0.6210
N -1.8741 -0.5318 0.5216
C -2.4409 -0.7409 1.6920
C -1.7801 -0.2862 2.8998
C -2.2439 -0.4850 4.2417
C -1.5180 0.0397 5.2922
C -0.3394 0.7737 5.0241
C 0.0879 0.9019 3.7123
N -0.6067 0.4037 2.6876
C -1.8548 -0.8808 -2.9370
C -2.8767 -1.7991 -3.2165
C -3.1321 -2.1897 -4.5265
C -2.3680 -1.6795 -5.5860
C -1.3502 -0.7592 -5.3329
C -1.1113 -0.3600 -4.0105
H 0.4339 1.0336 -4.4095
H 0.9775 1.5231 -2.1637
H -3.3883 -1.2715 1.7348
H -3.1489 -1.0495 4.4182
H -1.8479 -0.1122 6.3171
H 0.2083 1.2334 5.8304
H 1.0183 1.4239 3.4785
H -3.4518 -2.1736 -2.3818
H -3.9462 -2.8816 -4.7329
H -2.5595 -2.0076 -6.6064
H -0.7580 -0.3372 -6.1433
C 1.5798 -2.1338 2.3286
N 2.2631 -2.5521 1.0869
C 1.9006 -3.9270 0.7087
C 2.1338 -1.6248 -0.0278
C 2.6694 -0.2576 0.3340
C 4.0505 -0.0763 0.4216
C 4.6130 1.1295 0.8306
C 3.7815 2.1927 1.1860
C 2.4034 2.0132 1.0914
C 1.8593 0.8050 0.6980
H 1.6420 -2.9304 3.0718
H 0.5123 -1.9016 2.1426
H 2.0534 -1.2372 2.7339
H 2.1118 -4.5889 1.5474
H 2.5252 -4.2536 -0.1263
H 0.8275 -4.0342 0.4554
H 1.0563 -1.5632 -0.3387
H 2.7189 -2.0319 -0.8578
H 4.6972 -0.9149 0.2051
H 5.6914 1.2134 0.8850
H 4.1737 3.1541 1.5034
H 1.7192 2.8268 1.3352
N -2.5772 3.8569 -1.6454
C -1.6358 3.7484 -0.6787
N -0.4762 4.4186 -0.8571
S -1.9073 2.7519 0.7108
H -2.4838 4.4579 -2.4692
H -3.4633 3.3697 -1.5079
H -0.3580 5.1656 -1.5450
H 0.2044 4.4029 -0.1011
```

Properties
2S+1: 3
Charge: +1
Molar mass, g/mol: 566.0
⟨S²⟩: 2.06
E, Eh: -1894.60024

***

Entry from OMol25: 2 unconnected molecules or ions with the total composition C24H27NO6S2 (the ωB97M-V functional and the def2-TZVPD basis).

Geometry as XYZ:
```
60
Properties=species:S:1:pos:R:3
C -3.1097 2.0547 1.5189
O -3.1653 0.6772 1.0719
C -2.0145 -0.0441 1.0590
C -2.1091 -1.4614 1.0903
C -1.0188 -2.1973 1.4810
C 0.2509 -1.5952 1.6906
C 1.3734 -2.4743 1.7893
N 2.6378 -2.1361 1.5300
C 3.2647 -2.7699 0.3740
C 3.2999 -0.9990 2.1650
C 0.3575 -0.1866 1.5024
C -0.7367 0.5675 1.1157
H -4.1480 2.3131 1.7261
H -2.5039 2.1742 2.4290
H -2.7068 2.6917 0.7210
H -3.0549 -1.9381 0.8466
H -1.1060 -3.2718 1.6075
H 1.1944 -3.5376 1.6649
H 4.3461 -2.6505 0.4244
H 3.0191 -3.8399 0.3693
H 2.8877 -2.3451 -0.5706
H 4.2522 -1.3472 2.5847
H 3.4891 -0.2130 1.4217
H 2.6828 -0.5733 2.9659
H 1.3140 0.3199 1.6128
H -0.6500 1.6370 0.8983
C 1.6443 -2.6509 5.5700
O 1.8144 -2.8742 4.1216
C 2.0778 -4.0962 3.6444
S 3.6511 -4.9068 3.9895
C 5.0752 -3.8758 3.6362
C 5.5284 -3.7194 2.3269
C 6.4793 -2.7345 2.0458
C 7.1059 -2.0633 3.1025
C 6.8070 -2.4065 4.4237
C 5.7906 -3.3217 4.6987
O 3.6455 -5.1497 5.4265
O 3.7539 -6.0256 3.0696
S 0.7466 -5.2957 3.6424
C 1.1980 -6.8841 4.3626
C 1.4999 -7.9839 3.5548
C 1.7789 -9.2224 4.1348
C 1.7471 -9.3740 5.5244
C 1.4722 -8.2659 6.3343
C 1.1926 -7.0260 5.7535
O -0.2746 -4.7383 4.5195
O 0.4450 -5.5876 2.2491
H 2.4879 -3.0998 6.1032
H 1.6134 -1.5685 5.6895
H 0.7029 -3.1162 5.8642
H 5.1238 -4.3600 1.5426
H 6.7234 -2.4935 1.0088
H 7.8406 -1.2858 2.8939
H 7.3487 -1.9533 5.2514
H 5.5318 -3.6200 5.7123
H 1.5195 -7.8543 2.4757
H 2.0147 -10.0671 3.4854
H 1.9340 -10.3509 5.9756
H 1.4596 -8.3600 7.4235
H 0.9663 -6.1558 6.3690
```

Properties
Charge: 0
Molar mass, g/mol: 489.6
Relative energy (zero: lowest compared OMol25 entry of this formula, charge and spin), kcal per mole: 55.44

***

Entry from OMol25: a molecular structure, C24H28BN10NaS2 (the ωB97M-V functional and the def2-TZVPD basis).

Geometry as XYZ:
```
66
Properties=species:S:1:pos:R:3
Na -0.7281 1.2751 -0.0809
C -0.6262 2.5907 3.6754
C -0.0078 1.2745 3.3461
C 0.7368 0.4319 4.1806
C 1.0547 -0.6382 3.3795
N 0.5219 -0.4388 2.1559
N -0.1311 0.7556 2.1336
B 0.7885 -1.3835 0.9614
N -0.5324 -1.8018 0.2095
C -0.8092 -2.9828 -0.3729
C -2.0050 -2.8642 -1.0535
C -2.3910 -1.5343 -0.8459
C -3.6160 -0.8256 -1.3202
N -1.4932 -0.9007 -0.0966
N 1.7374 -0.7243 -0.0684
C 2.6969 -1.2797 -0.8222
C 3.1613 -0.3283 -1.7077
C 2.4070 0.8136 -1.4131
C 2.5019 2.1804 -2.0068
N 1.5441 0.5699 -0.4275
N 1.4005 -2.6650 1.5093
C 0.7457 -3.5933 2.2489
C 1.6788 -4.3883 2.8678
C 2.9180 -3.8600 2.4529
C 4.2893 -4.3361 2.7955
N 2.7414 -2.8236 1.6523
H -0.1589 3.0331 4.5541
H -1.6944 2.5018 3.8827
H -0.4910 3.2950 2.8519
H 1.0023 0.5811 5.2110
H 1.6338 -1.5208 3.5884
H -0.1527 -3.8265 -0.2500
H -2.5319 -3.6342 -1.5882
H -4.3530 -1.5336 -1.6968
H -3.4009 -0.1191 -2.1248
H -4.0779 -0.2738 -0.5020
H 3.0120 -2.2889 -0.6352
H 3.9660 -0.4296 -2.4135
H 3.0080 2.1618 -2.9716
H 3.0589 2.8561 -1.3569
H 1.5098 2.6159 -2.1533
H -0.3298 -3.5993 2.3029
H 1.4966 -5.2246 3.5189
H 4.2585 -5.0333 3.6312
H 4.9307 -3.5004 3.0714
H 4.7488 -4.8492 1.9503
C 0.2278 -0.9053 -3.1433
C -0.3957 0.3944 -3.4414
N -0.9309 1.1910 -2.5819
C -1.4538 2.3161 -3.1413
C -1.2779 2.3871 -4.5427
S -0.4964 1.0377 -5.1071
C -2.1345 3.2469 -2.3106
C -2.7977 4.4004 -2.7187
S -3.5203 5.1565 -1.4135
C -2.8981 3.9058 -0.3465
N -2.2098 3.0035 -0.9560
C -3.1688 3.9536 1.1113
H 0.0024 -1.1639 -2.1107
H 1.3148 -0.8348 -3.2481
H -0.1397 -1.6771 -3.8196
H -1.5924 3.1913 -5.1872
H -2.8741 4.7788 -3.7247
H -4.0374 4.5683 1.3358
H -2.3079 4.3715 1.6357
H -3.3287 2.9437 1.4870
```

Properties
2S+1: 2
Charge: +1
Molar mass, g/mol: 554.5
⟨S²⟩: 0.77
Relative energy (zero: lowest compared OMol25 entry of this formula, charge and spin), kcal per mole: 0.00